No. 1
# C31H57N4O2P2Sr

A molecular structure, C31H57N4O2P2Sr (ωB97M-V with the def2-TZVPD basis set, the Open Molecules 2025 dataset).

HOMO energy = -8.1 eV
Total charge = +1
Kohn-Sham gap = 5.36 eV
Lowest unoccupied orbital energy = -2.76 eV

Each line ends with the Mulliken charge.
Cartesian coordinates (Å):
C (-1.32844, -0.46937, -2.37965)  -0.680
C (-2.07879, 0.98910, -0.70973)  0.375
C (-2.47557, -0.27030, -3.14186)  -0.899
C (-3.19195, 1.33276, -1.51901)  -1.100
C (-3.40486, 0.68659, -2.72125)  -0.826
H (-2.59307, -0.84030, -4.06646)  0.476
H (-3.90988, 2.06398, -1.13678)  0.497
H (-4.26628, 0.92256, -3.34623)  0.408
N (-1.10252, 0.17560, -1.22764)  1.322
P (1.45593, -1.00070, -2.30403)  0.770
P (-1.30830, 1.16862, 2.18205)  -0.177
C (-0.25849, -1.48261, -2.82926)  -0.605
H (-0.48805, -2.46216, -2.37223)  0.550
H (-0.30525, -1.63545, -3.91984)  0.326
C (3.30607, 0.58115, 2.18295)  0.198
O (4.10867, 0.63278, 2.99954)  -0.154
C (-2.00250, 1.55764, 0.61825)  -0.491
H (-2.66245, 2.42345, 0.70788)  0.070
C (-2.75834, 0.22436, 3.08707)  2.037
C (-1.01407, 2.95777, 2.93840)  2.020
C (2.41758, -2.62535, -1.99091)  2.163
C (2.00202, 0.04393, -3.77385)  1.852
C (-2.02882, -0.66118, 4.11053)  -1.473
H (-1.43268, -0.06775, 4.82215)  0.291
H (-2.76222, -1.24535, 4.68529)  0.506
H (-1.34916, -1.36059, 3.60185)  0.012
C (-3.76875, 1.16629, 3.74039)  -2.039
H (-3.34260, 1.78509, 4.53949)  0.337
H (-4.26009, 1.80787, 2.99426)  0.411
H (-4.56081, 0.55391, 4.19937)  0.530
C (-3.49695, -0.60264, 2.03262)  -1.626
H (-4.25532, -1.22356, 2.53077)  0.627
H (-4.00429, 0.03377, 1.29326)  0.313
H (-2.80881, -1.26500, 1.49630)  0.003
C (-0.55062, 2.76930, 4.39898)  -1.766
H (0.33342, 2.11515, 4.45628)  0.278
H (-0.27784, 3.75619, 4.81140)  0.501
H (-1.33762, 2.34425, 5.03972)  0.294
C (0.10905, 3.63957, 2.13537)  -1.870
H (1.06270, 3.09125, 2.18994)  0.045
H (-0.16275, 3.78425, 1.07946)  0.266
H (0.29365, 4.63950, 2.56483)  0.637
C (-2.23538, 3.88800, 2.88836)  -1.865
H (-3.10490, 3.50059, 3.42693)  0.265
H (-1.95787, 4.83682, 3.37981)  0.558
H (-2.53707, 4.13078, 1.86085)  0.343
C (3.43549, 0.55008, -3.51986)  -1.388
H (3.75294, 1.14892, -4.38796)  0.489
H (3.48056, 1.19515, -2.62974)  0.039
H (4.16016, -0.26512, -3.39054)  0.202
C (1.05703, 1.26119, -3.88072)  -1.900
H (0.02365, 0.95982, -4.10448)  0.272
H (1.06209, 1.86359, -2.95986)  0.186
H (1.41015, 1.90388, -4.70517)  0.627
C (1.92920, -0.75512, -5.08123)  -1.706
H (2.13984, -0.06691, -5.91442)  0.513
H (2.67420, -1.55591, -5.12400)  0.375
H (0.93661, -1.18698, -5.25633)  0.237
C (1.43620, -3.79299, -1.81952)  -1.881
H (0.91770, -4.03343, -2.76057)  0.391
H (2.00603, -4.68826, -1.51914)  0.619
H (0.69563, -3.59176, -1.03111)  -0.118
C (3.20403, -2.42970, -0.67379)  -1.730
H (2.52798, -2.29156, 0.18924)  0.115
H (3.80087, -3.33714, -0.48685)  0.565
H (3.89283, -1.57057, -0.71944)  0.304
C (3.37343, -2.96254, -3.13885)  -1.934
H (2.82932, -3.17798, -4.06789)  0.397
H (4.12499, -2.18312, -3.31942)  0.305
H (3.91663, -3.88192, -2.86768)  0.509
Sr (1.00462, 0.58082, 0.26773)  1.982
N (-0.08115, -1.51053, 1.05010)  0.334
C (-0.84031, -2.33994, 1.38203)  -1.323
C (-1.23933, -3.73389, 1.85289)  2.655
C (-2.73454, -3.85358, 2.11663)  -1.789
C (-0.87635, -4.76884, 0.79659)  -1.933
C (-0.47563, -4.10742, 3.11851)  -1.647
H (-3.05157, -3.19679, 2.94129)  0.233
H (-3.30208, -3.60621, 1.20675)  0.407
H (-2.93929, -4.90504, 2.39881)  0.551
H (0.21024, -4.83774, 0.68920)  0.385
H (-1.22335, -5.77121, 1.09267)  0.526
H (-1.35098, -4.53611, -0.16240)  0.369
H (-0.76617, -5.12139, 3.43360)  0.436
H (0.60276, -4.13163, 2.93065)  0.362
H (-0.68872, -3.43348, 3.95606)  0.383
C (1.56251, 4.95570, -2.06369)  -0.729
N (2.73874, 4.59253, -1.28859)  -0.235
C (2.88335, 3.46239, -0.59401)  0.485
N (4.02223, 3.28298, 0.13447)  -0.430
O (1.99905, 2.54627, -0.60916)  -0.426
H (0.79790, 4.18122, -1.96568)  0.188
H (1.83542, 5.06735, -3.11913)  0.313
H (1.16348, 5.90868, -1.69506)  0.315
H (3.50656, 5.24512, -1.23177)  0.190
H (4.07732, 2.47635, 0.74691)  0.018
H (4.67199, 4.05225, 0.22831)  0.179

Force components x, y, z for each atom (eV/Å):
-0.1 -0.2 -0.4
0.5 0.5 1.4
0.8 -0.6 -0.3
-0.7 -0.1 -0.7
0.2 0.5 0.6
-0.1 0.3 0.3
0.3 -0.3 -0.2
0.1 -0.1 0.2
-0.2 -0.1 0.5
-0.5 0.3 0.5
0.1 0.4 -0.1
-0.4 -0.1 0.1
0.0 0.5 -0.1
-0.1 0.1 0.5
2.3 0.1 2.4
-2.2 -0.2 -2.3
0.1 0.8 -1.4
-0.2 -0.2 -0.1
0.9 0.8 0.0
-0.5 -0.9 0.0
-0.1 0.4 -0.6
0.3 -0.6 0.0
-0.4 -0.1 0.1
-0.2 -0.2 -0.2
0.2 0.0 0.0
-0.2 0.3 0.2
-0.3 -0.3 0.2
-0.1 -0.2 -0.2
0.2 -0.2 0.2
0.1 0.1 0.0
0.0 0.0 0.1
0.1 0.1 -0.1
0.2 -0.2 0.3
-0.3 0.2 0.0
0.0 0.2 -0.1
-0.2 0.2 0.0
-0.1 -0.3 0.0
0.2 0.1 -0.2
-0.1 0.0 0.0
-0.1 0.0 0.0
0.0 -0.2 0.3
0.0 -0.3 -0.1
0.0 0.3 0.2
0.3 0.1 -0.2
-0.1 -0.2 -0.2
0.1 -0.1 0.2
0.0 0.1 -0.1
0.0 -0.1 0.2
-0.1 -0.2 -0.2
-0.2 0.3 -0.1
0.0 -0.1 0.1
0.3 0.1 0.1
0.0 -0.2 -0.2
-0.1 -0.2 0.2
0.3 0.3 -0.4
-0.1 -0.2 0.1
-0.2 0.3 0.0
0.3 0.1 0.0
0.1 -0.1 0.1
0.1 0.1 0.3
-0.1 0.2 -0.1
0.2 0.0 -0.3
0.0 -0.1 -0.1
0.1 -0.1 -0.3
-0.1 0.3 0.0
-0.2 -0.2 -0.1
0.3 -0.5 0.2
0.2 0.1 0.3
-0.3 -0.3 0.0
0.0 0.2 -0.1
-1.0 0.4 -0.3
-2.3 -2.4 0.9
3.0 -0.1 -0.4
-0.8 -0.1 0.2
-0.5 0.0 0.2
0.3 -0.2 -0.7
0.4 0.2 0.6
0.0 -0.3 -0.4
0.0 -0.1 0.4
0.0 0.6 -0.2
-0.2 0.1 -0.2
0.0 0.5 0.1
0.2 -0.1 0.0
0.0 0.3 -0.2
-0.1 0.1 0.1
0.1 -0.1 -0.2
-0.1 0.2 -0.2
0.5 0.0 0.3
-1.3 -1.6 0.1
-0.1 0.4 -0.3
1.4 1.4 0.0
0.2 0.1 0.0
-0.1 -0.1 0.2
0.0 -0.3 -0.1
-0.2 0.1 -0.2
0.1 0.6 -0.4
0.0 -0.4 0.2


No. 2
# C31H58BBr15INO5S

A molecular structure, C31H58BBr15INO5S (ωB97M-V with the def2-TZVPD basis set, the Open Molecules 2025 dataset).

HOMO energy = -9.4 eV
Kohn-Sham gap = 9.18 eV
Lowest unoccupied orbital energy = -0.25 eV

Each line ends with the Mulliken charge.
Cartesian coordinates (Å):
C (1.85912, -3.59565, 3.04959)  -1.533
C (1.15640, -2.39194, 2.38522)  0.483
C (-0.30255, -2.18156, 2.83367)  -1.090
C (-0.96030, -1.06143, 2.00113)  0.179
C (-2.38016, -0.68837, 2.52401)  -0.834
C (-3.34250, -0.39259, 1.33254)  -0.507
C (-4.46830, 0.58479, 1.78895)  -1.060
C (-4.56392, 1.85285, 0.93466)  -1.109
C (-3.27975, 2.70640, 1.01817)  0.678
C (-3.55313, 4.13170, 0.44950)  -1.738
C (-2.35057, 4.67674, -0.35111)  0.301
C (-1.31854, 5.34325, 0.61040)  -1.031
C (0.06578, 4.66467, 0.45889)  1.134
C (0.93955, 4.75671, 1.75365)  -1.269
C (1.58101, 3.34556, 1.93032)  0.930
C (2.86881, 3.33670, 2.76863)  -1.108
C (4.19595, 3.59692, 1.99331)  -0.648
C (4.05899, 4.05536, 0.52382)  -1.047
C (3.89244, 2.94374, -0.57472)  -0.037
C (3.87697, 1.48494, -0.07684)  -1.208
C (3.85527, 0.41512, -1.20644)  -0.002
B (4.94168, -0.68816, -0.63125)  0.580
N (4.90220, -1.27473, 0.72458)  -0.478
O (6.00987, -1.07728, -1.43408)  -0.601
O (4.51529, 0.80145, -2.46422)  -0.465
S (4.07300, -0.13897, -3.69758)  1.453
O (3.57463, 0.56295, -4.83286)  -0.668
O (5.01052, -1.14941, -4.06332)  -0.684
O (2.80999, -0.85064, -2.91724)  -0.373
C (2.51047, -0.17869, -1.70356)  3.130
C (1.93203, -1.04077, -0.54919)  -1.820
C (1.30459, 0.77825, -2.04603)  -1.975
I (-0.14416, -0.39747, -3.21336)  0.103
C (1.63380, 1.99478, -2.94599)  -1.411
C (0.65966, 3.18806, -2.64522)  -0.058
H (1.89682, -3.42081, 4.13022)  0.342
H (2.89310, -3.64584, 2.68862)  0.412
H (1.32940, -4.51077, 2.78207)  0.319
H (1.14674, -2.54828, 1.29768)  -0.032
H (1.72359, -1.47679, 2.60525)  0.188
H (-0.30965, -1.96563, 3.90961)  0.362
H (-0.84943, -3.11706, 2.64728)  0.376
H (-0.29787, -0.18286, 1.97578)  -0.038
H (-1.08413, -1.39577, 0.95923)  0.139
H (-2.34827, 0.20482, 3.15791)  0.458
H (-2.73262, -1.54874, 3.09098)  0.349
H (-2.73969, 0.04770, 0.52627)  0.241
H (-3.76399, -1.34026, 0.97466)  0.504
H (-4.35069, 0.81893, 2.85411)  0.488
H (-5.41806, 0.03981, 1.68422)  0.349
H (-5.41400, 2.44666, 1.29782)  0.408
H (-4.72425, 1.63466, -0.12882)  0.364
H (-2.91124, 2.75244, 2.05063)  0.301
H (-2.50409, 2.26407, 0.37700)  -0.236
H (-4.41944, 4.08519, -0.22069)  0.519
H (-3.76628, 4.77371, 1.31201)  0.393
H (-1.89317, 3.90235, -0.97820)  -0.030
H (-2.76078, 5.42698, -1.04457)  0.278
H (-1.67866, 5.11975, 1.62165)  0.497
H (-1.27925, 6.41734, 0.40693)  0.327
H (-0.15408, 3.60216, 0.28828)  -0.396
H (0.63197, 5.08730, -0.37716)  -0.465
H (0.22382, 4.96906, 2.55675)  0.457
H (1.68023, 5.55931, 1.69553)  0.485
H (1.65655, 2.85540, 0.95397)  -0.861
H (0.83711, 2.76544, 2.50003)  0.403
H (2.77903, 4.08324, 3.56764)  0.434
H (2.94336, 2.36826, 3.28298)  0.329
H (4.69719, 4.41988, 2.52270)  0.495
H (4.87127, 2.74439, 2.12248)  0.297
H (4.99775, 4.57375, 0.28538)  0.524
H (3.26907, 4.80697, 0.45075)  0.290
H (4.70514, 3.05848, -1.29992)  0.636
H (2.97272, 3.18186, -1.12604)  -0.964
H (4.82023, 1.33760, 0.46668)  1.030
H (3.09384, 1.31647, 0.66736)  0.024
H (4.04446, -1.76538, 0.93012)  0.220
H (5.16140, -0.63573, 1.46152)  0.298
H (5.72687, -1.87763, -1.89591)  0.317
H (2.30800, -0.70053, 0.42146)  -0.044
H (0.84442, -0.99521, -0.49100)  -0.068
H (2.24638, -2.08936, -0.64571)  0.503
H (0.78770, 1.08244, -1.13030)  1.016
H (1.45833, 1.72293, -3.98652)  0.844
H (2.66493, 2.34512, -2.87572)  0.721
H (0.17994, 3.49082, -3.57741)  0.408
H (-0.12757, 2.80907, -1.98301)  -0.171
H (1.18373, 4.05950, -2.22404)  -0.291
C (-7.62337, -5.78060, 1.48689)  -0.341
Br (-5.72881, -6.13244, 1.56107)  0.035
Br (-8.26618, -4.98636, 3.12423)  -0.038
Br (-8.08665, -4.71614, -0.05538)  -0.015
H (-8.12114, -6.73351, 1.37726)  0.358
C (-3.02081, -7.26430, -1.71365)  -0.230
Br (-2.39931, -5.43653, -1.81736)  0.087
Br (-2.27171, -8.19745, -0.19784)  0.027
Br (-4.94674, -7.39046, -1.74615)  0.001
H (-2.66136, -7.76178, -2.60407)  0.144
C (0.16573, -5.52177, -5.36214)  -0.370
Br (-0.92967, -3.98250, -5.75497)  -0.011
Br (1.38227, -5.17190, -3.90589)  0.018
Br (-0.88136, -7.12904, -5.09400)  -0.030
H (0.76727, -5.71072, -6.23975)  0.367
C (-1.34628, 6.78232, -3.52978)  -0.349
Br (-1.22895, 8.05744, -4.97291)  -0.033
Br (-2.21205, 5.15214, -4.09225)  -0.053
Br (0.38276, 6.45607, -2.72753)  0.092
H (-1.97020, 7.22381, -2.76559)  0.397
C (-2.20362, -11.65970, 1.70101)  0.120
Br (-3.02510, -11.78809, 3.44227)  -0.003
Br (-0.28076, -11.53554, 1.82598)  -0.004
Br (-2.75142, -13.10193, 0.54283)  -0.005
H (-2.55453, -10.74154, 1.25116)  -0.131

Force components x, y, z for each atom (eV/Å):
-0.1 1.0 -0.3
-0.2 -0.4 0.2
0.6 0.1 -0.7
-0.5 -0.2 0.6
0.6 0.0 -1.3
0.2 0.4 1.2
-0.4 -0.9 -1.1
0.7 0.2 0.7
-0.6 0.4 -0.7
0.7 -0.9 -0.1
-0.7 1.1 0.5
0.3 -1.1 -1.0
-0.1 0.8 1.1
-0.7 -1.0 -1.1
-0.4 0.7 1.2
0.2 -0.5 -0.3
-0.3 0.7 0.4
0.9 -0.7 0.0
-0.6 0.5 0.2
0.6 1.0 -1.0
0.6 -1.4 -0.1
0.3 -1.1 0.2
-0.1 0.2 -0.7
-1.1 0.5 0.6
-0.4 0.6 -1.4
-0.8 -0.8 -0.5
-0.1 0.9 0.9
0.1 0.0 1.2
1.8 -0.2 -0.1
-2.1 0.8 1.6
0.7 -0.8 -0.4
1.2 0.6 -0.8
-0.1 0.2 0.7
-1.0 0.7 0.0
0.6 -0.9 -0.3
-0.1 -0.4 -0.1
-0.1 -0.2 0.1
0.1 -0.1 0.3
0.1 0.1 0.3
0.0 -0.1 -0.2
-0.2 0.0 -0.2
0.0 0.2 0.3
-0.2 -0.1 0.0
0.2 -0.1 0.2
0.1 -0.3 0.1
-0.3 0.2 0.3
-0.3 -0.1 0.1
0.1 0.2 -0.1
0.0 0.2 -0.2
0.1 0.2 0.2
0.1 0.0 -0.2
-0.2 -0.2 0.2
0.0 0.0 -0.2
-0.1 -0.1 0.4
0.0 0.0 0.3
-0.2 0.2 -0.4
-0.1 0.0 0.2
0.3 -0.1 0.1
0.2 0.5 0.0
0.1 -0.1 0.4
0.2 0.2 -0.2
-0.3 -0.4 0.0
0.6 0.0 0.2
-0.1 -0.1 0.1
0.3 0.1 0.1
0.1 0.0 -0.3
-0.1 -0.1 -0.2
0.0 0.2 -0.1
0.0 -0.2 -0.2
-0.1 0.1 -0.3
-0.3 0.0 0.0
0.0 -0.2 -0.1
-0.1 -0.1 0.1
0.2 -0.3 0.2
-0.2 0.1 0.0
-0.1 -0.2 -0.3
-0.1 0.2 0.4
-0.1 -0.2 0.3
0.5 -0.1 -0.4
0.0 0.1 -0.3
0.1 -0.2 -0.2
-0.1 0.1 -0.1
0.1 -0.1 -0.2
0.4 -0.1 0.1
-0.1 -0.3 0.1
0.1 0.2 0.2
0.1 0.5 0.0
-0.3 -0.7 0.0
0.1 0.1 0.0
-0.2 0.1 0.2
0.0 0.0 -0.1
0.1 -0.1 0.1
0.0 0.0 0.0
-0.1 0.1 -0.1
-0.1 -0.2 0.1
0.0 0.1 0.0
0.2 0.0 -0.2
0.0 0.0 0.0
0.0 0.1 0.0
0.0 -0.2 0.1
-0.2 -0.1 -0.1
0.1 0.2 0.0
0.0 0.0 0.0
0.0 0.0 0.0
0.0 -0.1 0.1
0.1 0.2 0.0
-0.3 0.6 -0.3
0.0 0.0 0.0
0.0 -0.1 0.0
0.1 0.0 -0.1
-0.2 0.0 0.0
0.1 0.1 0.1
0.0 0.0 0.0


Question: Which of these has the lowest HOMO energy?
Answer: C31H58BBr15INO5S